Entry 1:
Density functional theory data (ωB97M-V/def2-TZVPD) for a cluster of 2 separate species, C4H12O2 in total in a non-equilibrium geometry.

Structure (XYZ):
```
18
Properties=species:S:1:pos:R:3:forces:R:3
C 1.8949 0.5665 -0.9078 0.5 -4.3 3.6
C 0.6666 0.8561 0.0325 -0.2 -0.5 -2.2
C 0.6415 2.2115 0.6908 1.1 1.6 0.1
O -0.6080 0.3730 -0.5310 0.6 1.7 -0.5
H 1.8192 -0.6769 -1.0135 0.3 3.3 -0.3
H 2.8708 0.6684 -0.2564 -1.8 0.2 -1.4
H 1.9829 0.9993 -1.8424 0.1 1.1 -1.8
H 0.8425 0.0282 0.6584 -0.1 -0.3 2.0
H 1.5624 2.3455 1.2938 -0.1 -0.3 -0.5
H 0.6408 3.1195 0.0132 -0.1 -1.3 0.3
H -0.1051 2.4216 1.4419 -0.8 -0.5 -0.1
H -0.9490 0.8943 -1.2925 0.7 -0.2 0.8
C -2.0177 -2.1428 -0.0093 1.5 1.7 -1.8
O -1.3995 -2.3440 1.2490 -0.2 2.1 0.0
H -2.0539 -3.1050 -0.6066 -0.1 1.1 0.6
H -1.1574 -1.4349 -0.3891 -2.7 -1.4 -0.6
H -3.0547 -1.5848 -0.0471 1.9 -1.2 0.5
H -1.5763 -3.1955 1.5161 -0.7 -2.9 1.3
```
Forces are in eV/Å.

Computed properties:
Multiplicity: 1
LUMO, eV: 0.89
Highest occupied orbital energy, eV: -9.6
Kohn-Sham gap, eV: 10.53
Relative energy (zero: lowest compared OMol25 entry of this formula, charge and spin), eV: 2.409



Entry 2:
Density functional theory data (ωB97M-V/def2-TZVPD) for a structure of composition C6H14ClCoI2NO3P in a non-equilibrium geometry.

Structure (XYZ):
```
29
Properties=species:S:1:pos:R:3:forces:R:3
I -0.9635 -2.2420 0.0050 0.8 -2.0 0.3
I -0.9602 2.4102 0.0150 0.9 1.5 1.3
Co 0.7911 -0.1343 -0.3974 -1.4 0.0 2.2
P 0.4379 0.0275 -2.5298 0.3 0.0 -1.5
C -1.2095 0.0319 -3.2540 -0.1 0.0 0.6
C 1.3004 1.4875 -3.1136 0.1 0.2 0.3
H 2.2695 -1.4987 -2.6078 -0.2 0.0 -0.3
H 1.4459 -1.3223 -4.2065 0.0 -0.2 0.1
H 0.7046 -2.3234 -2.8962 0.2 0.2 -0.2
C 1.3024 -1.4316 -3.1271 0.1 -0.2 0.3
H 2.2706 1.5481 -2.6029 -0.2 0.0 -0.3
H 1.4379 1.3908 -4.1959 0.0 0.1 0.1
H -1.0859 0.0349 -4.3367 -0.1 0.0 -0.1
H -1.7537 0.9256 -2.9284 0.0 -0.1 -0.2
H 0.7094 2.3805 -2.8745 0.2 -0.1 -0.2
H -1.7529 -0.8622 -2.9293 0.0 0.1 -0.2
C -1.2530 0.1531 -0.1554 -3.5 0.8 -0.3
O -2.4440 0.0449 -0.0293 3.2 -0.6 -0.5
Cl 2.8940 -0.0491 -0.1753 -0.6 -0.1 -0.3
N -0.3080 -1.0173 4.7348 -0.5 -0.2 0.8
C -0.3792 0.4519 4.6726 0.0 1.0 -0.5
C -0.5882 0.7260 3.1516 0.6 -0.7 0.0
O -1.2895 1.7301 2.8791 0.7 -0.3 -1.0
O -0.0236 -0.1534 2.4411 -0.7 1.4 -0.4
H -1.2627 -1.3754 4.6403 0.2 -0.3 0.0
H 0.0629 -1.3323 5.6284 0.2 -0.2 0.1
H 0.2521 -1.3184 3.9240 0.0 -0.1 0.0
H -1.1930 0.8467 5.2823 0.2 -0.1 0.0
H 0.5882 0.8706 4.9860 -0.4 0.0 -0.1
```
Forces are in eV/Å.

Computed properties:
Multiplicity: 5
Net charge: +2
LUMO (alpha / beta), eV: -9.67 / -10.29
Highest occupied orbital energy (alpha / beta), eV: -15.5 / -16.0
Kohn-Sham gap (alpha / beta), eV: 5.86 / 5.68
Relative energy (zero: lowest compared OMol25 entry of this formula, charge and spin), eV: 2.441



Entry 3:
Density functional theory data (ωB97M-V/def2-TZVPD) for a cluster of 2 separate species, C2H3ClF2O in total in a non-equilibrium geometry.

Structure (XYZ):
```
9
Properties=species:S:1:pos:R:3:forces:R:3
C -0.7112 -0.4664 -0.2189 -1.5 1.1 0.0
C 2.6045 0.4016 0.4222 -1.4 -0.3 0.1
O 0.3913 -1.1090 -0.1525 1.3 -0.6 0.1
F -1.0901 0.1535 0.9982 0.1 0.0 0.1
F 2.2870 1.3231 -0.4557 0.2 0.3 -0.3
Cl 3.8257 -0.6475 0.0646 0.4 -0.2 -0.1
H -1.5790 -1.1304 -0.4508 0.4 -0.1 -0.1
H -0.7469 0.3687 -0.9569 0.3 -0.2 0.1
H 2.0705 0.4166 1.3578 0.1 0.0 0.0
```
Forces are in eV/Å.

Computed properties:
Multiplicity: 1
LUMO (alpha / beta), eV: 0.03 / -2.26
Highest occupied orbital energy (alpha / beta), eV: -11.1 / -8.1
Kohn-Sham gap (alpha / beta), eV: 11.15 / 5.82
Relative energy (zero: lowest compared OMol25 entry of this formula, charge and spin), eV: 3.932



Entry 4:
Density functional theory data (ωB97M-V/def2-TZVPD) for a structure of composition C38H44As2N2O9PTc.

Structure (XYZ):
```
97
Properties=species:S:1:pos:R:3:forces:R:3
Tc -0.2177 -0.6783 -0.4693 0.1 0.0 0.1
O -0.5032 -1.9902 -1.9657 -0.2 0.0 0.0
N -0.8997 -3.2729 -1.7868 0.2 -0.1 0.0
C 0.0196 -4.2427 -1.8913 0.0 0.0 0.0
C -0.3675 -5.5635 -1.8218 0.0 0.0 0.0
C -1.7100 -5.8735 -1.6623 0.0 0.0 0.0
C -2.6366 -4.8439 -1.5666 0.0 0.0 0.0
C -2.2052 -3.5379 -1.6295 0.0 0.0 0.0
H 1.0327 -3.9037 -2.0386 0.0 0.0 0.0
H 0.3849 -6.3339 -1.9076 0.0 0.0 0.0
H -2.0324 -6.9047 -1.6207 0.0 0.0 0.0
H -3.6917 -5.0444 -1.4489 0.0 0.0 0.0
H -2.8435 -2.6705 -1.5638 0.0 0.0 0.0
C 2.9008 0.9766 -4.1019 0.0 0.0 0.0
O 1.7001 1.2772 -3.3564 0.0 0.0 0.0
C 1.6730 2.4979 -2.7982 0.1 -0.1 0.2
O 2.5693 3.2895 -2.8477 0.0 0.0 -0.1
C 0.3399 2.7342 -2.1556 0.0 0.0 0.0
C 0.0358 3.9196 -1.6325 0.0 0.0 0.0
As -1.7197 4.6089 -1.1042 0.0 0.0 0.0
C -1.1620 5.4013 0.5990 0.0 0.0 0.0
C -2.4626 2.9271 -0.4331 0.0 0.0 0.0
C -2.2732 1.7278 -0.9884 0.0 0.0 0.0
As -0.7933 1.1825 -2.1366 0.0 0.0 -0.1
C -1.5674 0.9753 -3.8954 0.0 0.0 0.0
C -2.9817 0.5350 -0.4716 0.0 0.0 0.0
O -2.3841 -0.5256 -0.1974 0.0 0.0 0.0
O -4.2717 0.6362 -0.4002 0.0 0.0 0.0
C -5.0054 -0.4315 0.2456 0.0 0.0 0.0
C -3.3325 3.0345 0.7894 0.0 0.0 0.0
O -3.2640 2.2499 1.7054 0.0 0.0 0.0
O -4.1063 4.1025 0.7426 0.0 0.0 0.0
C -4.9541 4.3299 1.8938 0.0 0.0 0.0
C 1.0469 5.0365 -1.5805 -0.1 0.0 0.1
O 0.9557 6.0069 -2.2779 0.0 0.0 0.0
O 1.9036 4.8555 -0.5821 0.0 0.0 0.0
C 2.9413 5.8589 -0.4914 0.0 0.0 0.0
H 2.7699 -0.0340 -4.4746 0.0 0.0 0.0
H 3.7653 1.0412 -3.4473 0.0 0.0 0.0
H 3.0059 1.6813 -4.9236 0.0 0.0 0.0
H -0.5143 6.2451 0.3661 0.0 0.0 0.0
H -0.6308 4.6976 1.2362 0.0 0.0 0.0
H -2.0476 5.7813 1.1025 0.0 0.0 0.0
H -2.0275 1.9076 -4.2152 0.0 0.0 0.0
H -2.3105 0.1807 -3.8573 0.0 0.0 0.0
H -0.7700 0.6949 -4.5794 0.0 0.0 0.0
H -4.6641 -0.5255 1.2743 0.0 0.0 0.0
H -4.8641 -1.3624 -0.2980 0.0 0.0 0.0
H -6.0437 -0.1242 0.2086 0.0 0.0 0.0
H -5.5092 5.2328 1.6683 0.0 0.0 0.0
H -4.3400 4.4588 2.7820 0.0 0.0 0.0
H -5.6252 3.4854 2.0283 0.0 0.0 0.0
H 3.5238 5.5967 0.3848 0.0 0.0 0.0
H 2.5012 6.8475 -0.3849 0.0 0.0 0.0
H 3.5516 5.8221 -1.3908 0.0 0.0 0.0
C 2.8701 -2.0087 -2.0616 0.0 0.0 0.0
C 2.8489 -0.7975 -1.1972 0.0 0.0 0.0
C 3.8671 0.0478 -0.8556 0.0 0.0 0.0
C 3.3441 1.0489 0.0267 0.0 0.0 0.0
C 2.0251 0.7674 0.1917 0.0 0.0 0.0
C 0.9495 1.4163 1.0102 0.0 0.0 0.0
N 1.7028 -0.3676 -0.5567 0.0 0.0 -0.1
H 3.8633 -2.1417 -2.4871 0.0 0.0 0.0
H 2.1522 -1.9307 -2.8827 0.0 0.0 0.0
H 2.6437 -2.9029 -1.4731 0.1 0.0 0.0
H 4.8893 -0.0371 -1.1906 0.0 0.0 0.0
H 3.8867 1.8668 0.4729 0.0 0.0 0.0
H 1.0850 1.2714 2.0822 0.0 0.0 0.0
H -0.0790 1.0206 0.8158 0.0 0.0 0.0
H 0.8654 2.4827 0.7930 0.0 0.0 0.0
C -1.4178 -3.3410 1.7676 0.0 0.0 0.0
P -0.0360 -2.1989 1.4548 -0.1 0.1 0.0
C 1.4610 -3.2079 1.4417 0.0 0.0 0.0
C 2.7049 -2.5708 1.4448 0.0 0.0 0.0
C 3.8685 -3.3188 1.3785 0.0 0.0 0.0
C 3.8043 -4.7043 1.2951 0.0 0.0 0.0
C 2.5730 -5.3428 1.2907 0.0 0.0 0.0
C 1.4033 -4.5989 1.3672 0.0 0.0 0.0
C -0.0355 -1.1892 2.9617 0.0 0.0 0.0
C -1.0969 -0.2937 3.1162 0.0 0.0 0.0
C -1.1696 0.5194 4.2335 0.0 0.0 0.0
C -0.1766 0.4489 5.2043 0.0 0.0 0.0
C 0.8763 -0.4412 5.0581 0.0 0.0 0.0
C 0.9488 -1.2647 3.9410 0.0 0.0 0.0
H -1.2804 -3.8162 2.7390 0.0 0.0 0.0
H -1.4946 -4.1057 0.9971 0.0 0.0 0.0
H -2.3425 -2.7637 1.7853 0.0 0.0 0.0
H 2.7705 -1.4902 1.5021 0.0 0.0 0.0
H 4.8273 -2.8177 1.3893 0.0 0.0 0.0
H 4.7149 -5.2860 1.2438 0.0 0.0 0.0
H 2.5211 -6.4225 1.2454 0.0 0.0 0.0
H 0.4534 -5.1176 1.3856 0.0 0.0 0.0
H -1.8700 -0.2153 2.3573 0.0 0.0 0.0
H -1.9963 1.2090 4.3418 0.0 0.0 0.0
H -0.2275 1.0857 6.0773 0.0 0.0 0.0
H 1.6441 -0.5025 5.8175 0.0 0.0 0.0
H 1.7694 -1.9629 3.8439 0.0 0.0 0.0
```
Forces are in eV/Å.

Computed properties:
Multiplicity: 3
Net charge: +2
LUMO (alpha / beta), eV: -5.83 / -6.21
Highest occupied orbital energy (alpha / beta), eV: -12.7 / -12.7
Kohn-Sham gap (alpha / beta), eV: 6.88 / 6.48
Relative energy (zero: lowest compared OMol25 entry of this formula, charge and spin), eV: 0.000



Entry 5:
Density functional theory data (ωB97M-V/def2-TZVPD) for a structure of composition C31H34BN11O2S3Ti in a non-equilibrium geometry.

Structure (XYZ):
```
83
Properties=species:S:1:pos:R:3:forces:R:3
Ti -9.9291 13.9721 7.9201 -0.5 0.5 -0.7
C -6.4602 16.1414 6.4520 -0.8 0.2 0.0
C -7.6160 15.3676 6.2716 1.5 -0.2 -1.4
N -8.1009 14.9822 7.4197 -0.9 -0.2 1.3
N -7.3678 15.5744 8.3953 -0.2 -0.3 0.2
C -6.3897 16.3137 7.8360 0.7 -0.3 -0.8
B -8.0035 15.5673 9.8320 0.0 0.0 -0.1
N -9.3326 16.3562 9.7071 0.7 -0.4 -0.3
C -9.5605 17.6702 9.8231 0.8 0.1 0.8
C -10.8131 17.9214 9.3555 -1.1 1.9 0.0
C -11.3056 16.7188 8.9182 -0.1 -0.4 -0.4
N -10.3738 15.7771 9.0703 -0.4 -0.8 0.0
N -8.3299 14.0778 10.3433 0.8 0.4 1.1
C -7.9250 13.4761 11.5075 -0.2 0.5 -0.6
C -8.6875 12.3285 11.6984 0.1 1.3 -1.0
C -9.5644 12.3010 10.6147 1.1 0.9 0.0
N -9.3116 13.3449 9.8049 -0.5 -0.7 0.2
N -7.0251 16.2221 10.7285 0.3 -0.1 0.4
C -5.6613 16.0792 10.6820 -1.0 -0.9 -0.3
C -5.1570 16.7977 11.6898 2.2 1.2 1.7
C -6.2865 17.3553 12.3586 1.5 0.6 1.2
N -7.3784 16.9897 11.7917 -1.7 -0.4 -0.9
H -5.8602 16.5174 5.6253 0.0 0.1 0.6
H -7.9925 14.9849 5.3300 -0.2 0.1 0.2
H -5.6110 16.8246 8.4069 -0.7 -0.1 -0.2
H -8.8387 18.3195 10.2958 -0.1 -0.1 0.0
H -11.3390 18.8856 9.3511 0.4 -0.7 0.0
H -12.2724 16.5248 8.4864 0.0 -0.3 -0.1
H -7.1562 13.8970 12.1691 -0.5 -0.1 -0.6
H -8.5889 11.6963 12.5302 -0.1 -0.8 0.7
H -10.3097 11.6079 10.3335 -0.6 -0.6 0.0
H -5.2338 15.3557 10.0134 0.3 0.2 -0.2
H -4.0782 16.9497 11.9529 -1.4 -0.3 -0.3
H -6.3236 17.9793 13.2689 0.1 -0.4 -0.8
S -7.0044 11.2024 8.4398 -1.3 -0.4 -0.5
C -8.0395 11.3333 6.9239 1.4 -0.4 0.7
C -7.4168 10.8149 5.7888 0.1 0.7 0.6
C -7.8867 11.1689 4.5552 1.6 -1.2 -0.7
C -9.0705 11.7931 4.4786 -2.6 1.3 -1.3
C -9.7403 12.1704 5.6364 1.1 -0.1 -0.1
N -9.1689 12.0397 6.8514 -0.5 0.3 0.1
H -6.4815 10.3105 5.8632 0.4 -0.3 0.3
H -7.2873 10.9232 3.6732 -0.4 0.1 0.2
H -9.4911 12.0334 3.4817 0.1 -0.1 0.9
H -10.6376 12.7463 5.6164 -0.6 0.0 -0.2
O -10.5831 16.8658 4.5090 -0.9 -0.2 -0.6
C -11.9034 16.5603 4.2796 0.2 0.9 0.3
C -12.5514 17.2235 3.2288 -0.4 -0.5 0.1
C -13.8849 16.9668 2.9346 0.3 0.2 -0.5
C -14.6119 16.0491 3.6886 0.4 -0.1 1.2
C -14.0127 15.4392 4.7927 0.7 0.7 -0.6
C -12.6540 15.7253 5.1232 -0.7 -0.3 -1.0
C -12.0067 14.9984 6.1963 -0.1 -0.7 1.3
O -10.6891 14.9950 6.2724 0.3 -0.9 0.8
N -12.7506 14.3434 7.0463 -0.4 0.8 -1.1
N -12.0938 13.4083 7.8370 0.2 -0.1 -0.1
C -12.9484 12.4757 8.1088 0.8 -0.5 0.5
S -12.4984 11.0301 8.9512 1.2 -0.1 0.5
C -13.9622 10.0564 8.6082 -0.3 1.1 0.9
C -15.1029 11.0981 8.6374 1.2 -0.9 -0.2
S -14.5760 12.4954 7.5953 -1.0 0.3 -0.3
H -10.2577 16.2277 5.1667 0.0 0.1 0.1
H -12.0110 17.9173 2.6233 0.4 0.3 -0.2
H -14.3347 17.4629 2.0526 0.2 -0.3 0.8
H -15.6541 15.8789 3.5091 -0.3 -0.2 -0.3
H -14.5522 14.7287 5.4044 0.0 0.1 0.0
H -13.9489 9.2691 9.3676 -0.5 0.3 0.0
H -13.8818 9.6017 7.6569 0.1 -0.4 -1.1
H -15.2673 11.4539 9.6342 -0.2 0.2 0.6
H -15.9905 10.6466 8.2460 -0.7 0.1 -0.4
C -6.7197 7.9974 7.8731 1.3 1.3 0.2
C -7.8874 8.3533 8.7780 0.2 0.4 -0.1
C -9.2259 8.1699 8.0304 1.1 -0.1 0.0
C -7.7495 9.8055 9.3733 -1.5 -0.6 0.2
H -6.6643 6.9739 7.5678 -0.4 -0.7 -0.2
H -5.7296 8.2047 8.3618 -0.9 0.0 -0.3
H -6.7545 8.6382 6.9737 0.1 -0.5 0.3
H -7.8888 7.6497 9.6360 0.0 0.5 -0.2
H -9.3021 7.1237 7.7376 -0.1 0.0 -0.2
H -10.0501 8.3975 8.6746 -0.6 0.2 0.4
H -9.2658 8.8061 7.1384 -0.1 -0.1 0.1
H -7.1210 9.8056 10.2601 0.1 -0.1 0.1
H -8.7885 10.0558 9.7231 1.1 0.2 -0.3
```
Forces are in eV/Å.

Computed properties:
Multiplicity: 2
Net charge: +1
LUMO (alpha / beta), eV: -3.17 / -2.93
Highest occupied orbital energy (alpha / beta), eV: -10.4 / -10.4
Kohn-Sham gap (alpha / beta), eV: 7.22 / 7.49
Relative energy (zero: lowest compared OMol25 entry of this formula, charge and spin), eV: 0.000



Entry 6:
Density functional theory data (ωB97M-V/def2-TZVPD) for an isolated molecule of C2F3I in a non-equilibrium geometry.

Structure (XYZ):
```
6
Properties=species:S:1:pos:R:3:forces:R:3
C 0.6008 0.4165 -0.0875 3.3 2.5 -2.0
C -0.4222 -0.5401 -0.0807 -3.2 -3.4 -1.0
F 0.3510 1.6742 0.0584 -0.6 1.4 0.8
F 1.8724 0.1683 0.0176 0.9 -0.8 0.9
F -0.0452 -1.8184 0.0655 -0.1 0.6 0.6
I -2.3568 0.0996 0.0267 -0.3 -0.2 0.6
```
Forces are in eV/Å.

Computed properties:
Multiplicity: 3
LUMO (alpha / beta), eV: 0.26 / -2.03
Highest occupied orbital energy (alpha / beta), eV: -5.7 / -10.5
Kohn-Sham gap (alpha / beta), eV: 5.95 / 8.48
Relative energy (zero: lowest compared OMol25 entry of this formula, charge and spin), eV: 0.000